(1)
# C28H33ClN6O4PbSi

C28H33ClN6O4PbSi as an isolated structure (the ωB97M-V functional and the def2-TZVPD basis, OMol25).

Each line ends with the Löwdin charge.
Positions of all 74 atoms, in Å:
Pb 0.66061 -0.78890 -1.03555  1.381
O 0.68621 2.03070 0.71025  -0.255
N -0.65799 2.11690 0.74135  0.090
N -1.27579 1.14630 1.24875  -0.255
O -0.76049 0.11890 1.72665  -0.067
C -2.69059 1.29570 1.13955  -0.168
C -3.24979 2.54310 1.38015  -0.015
C -4.59599 2.73380 1.13845  -0.073
C -5.36859 1.68810 0.65365  -0.076
C -4.80629 0.43710 0.45995  -0.054
C -3.46279 0.22700 0.71505  0.013
H -2.62739 3.33750 1.75585  0.111
H -5.03519 3.70430 1.30785  0.104
H -6.41169 1.84900 0.42485  0.104
H -5.38929 -0.38270 0.07345  0.112
H -3.01359 -0.73570 0.53485  0.099
N 0.73201 -3.15250 0.03745  -0.055
C -0.59079 -3.66380 0.41385  -0.242
C -1.46009 -3.86000 -0.82585  -0.096
C -2.03709 -2.53440 -1.37075  -0.676
O -3.23749 -2.33130 -1.28585  0.029
O -1.21399 -1.72050 -1.91345  -0.257
H 1.14801 -3.77580 -0.65035  0.059
H 1.33971 -3.13340 0.84995  0.085
H -1.05129 -2.94170 1.09425  0.116
H -0.50419 -4.62280 0.94565  0.115
H -2.30639 -4.50310 -0.58715  0.116
H -0.86769 -4.33640 -1.60845  0.102
Cl 0.66681 -3.46790 -4.22755  0.719
C 1.95071 -3.85680 -3.12745  -0.634
C 2.18991 -5.19340 -2.86565  -0.129
C 3.18901 -5.55930 -1.97815  -0.107
C 3.95291 -4.57010 -1.37885  -0.103
C 3.69891 -3.23810 -1.63815  -0.072
C 2.67691 -2.82950 -2.50705  -0.401
C 2.33611 -1.42000 -2.68095  -0.284
H 1.59481 -5.94750 -3.35915  0.101
H 3.37141 -6.60440 -1.77275  0.098
H 4.74531 -4.85030 -0.69965  0.100
H 4.30561 -2.48100 -1.16145  0.109
H 1.92401 -1.22000 -3.66335  0.014
H 3.19801 -0.78130 -2.50285  0.037
N -2.97439 1.77440 -4.60125  0.142
C -1.91389 2.02280 -3.80745  -0.361
C -1.25919 0.97450 -3.12465  -0.063
N -0.18789 1.20330 -2.39615  -0.045
C 0.26321 2.46040 -2.31605  -0.144
C -0.40949 3.48700 -2.95455  -0.118
N -1.48619 3.28280 -3.69915  0.123
H -3.37639 0.85550 -4.60385  0.104
H -3.47679 2.54990 -4.99485  0.103
H -1.62259 -0.04330 -3.14695  0.096
H 1.14041 2.63950 -1.71615  0.093
H -0.08009 4.51440 -2.87025  0.106
C 2.18601 -0.25820 2.22785  -0.181
Si 1.82461 1.57230 1.85325  0.528
C 3.28751 2.25370 0.84005  -0.136
C 1.32581 2.51310 3.42415  -0.226
C 0.95661 3.85410 3.33055  -0.101
C 0.50211 4.55560 4.43175  -0.086
C 0.40681 3.92400 5.66035  -0.086
C 0.77971 2.59600 5.77675  -0.085
C 1.23611 1.90070 4.67105  -0.094
H 3.03691 -0.34980 2.89825  0.037
H 2.42901 -0.79670 1.31335  -0.018
H 1.33521 -0.74700 2.69005  0.023
H 4.23581 2.05180 1.32575  0.029
H 3.21551 3.32460 0.67185  0.031
H 3.30711 1.77110 -0.13585  0.025
H 1.04241 4.35440 2.37685  0.102
H 0.22801 5.59660 4.33215  0.103
H 0.04241 4.46600 6.52005  0.102
H 0.71741 2.10160 6.73495  0.102
H 1.53541 0.86890 4.77705  0.096

Cartesian forces, eV/Å:
Pb 0.42 -0.14 0.06
O -0.60 -0.47 -0.18
N -0.20 1.06 -0.43
N 0.96 -0.13 -0.11
O 0.19 -0.38 0.42
C -1.31 0.20 -0.01
C 0.12 -0.11 0.07
C -0.03 -0.05 -0.05
C -0.04 -0.02 0.02
C 0.04 0.00 -0.02
C 0.43 0.06 0.04
H 0.07 0.14 -0.02
H -0.06 0.09 0.04
H -0.09 0.01 0.02
H -0.10 -0.10 -0.03
H 0.03 -0.11 -0.07
N 0.05 -0.18 -0.05
C -0.15 -0.20 0.03
C -0.26 0.42 -0.02
C -0.28 -0.99 0.32
O -0.35 0.04 0.11
O 0.96 0.63 -0.29
H 0.16 -0.05 0.07
H 0.09 0.00 -0.09
H -0.03 -0.06 0.02
H -0.04 0.18 -0.04
H 0.06 0.02 0.02
H 0.05 -0.06 -0.09
Cl -0.12 0.05 -0.12
C 0.05 -0.07 0.18
C 0.05 -0.12 0.04
C -0.02 -0.10 -0.06
C 0.02 -0.14 0.11
C -0.03 -0.03 -0.04
C -0.10 -0.03 -0.05
C -0.33 0.01 0.00
H -0.07 -0.02 -0.05
H 0.02 -0.03 0.01
H 0.08 0.04 0.05
H 0.04 0.13 0.05
H -0.09 0.15 -0.09
H 0.02 0.17 0.13
N -0.28 -0.18 -0.24
C 0.59 0.35 0.37
C -0.23 0.12 -0.15
N -0.17 0.30 -0.51
C 0.01 0.25 -0.04
C 0.27 -0.21 0.15
N -0.40 -0.30 -0.21
H -0.14 0.06 -0.06
H -0.02 -0.06 0.04
H -0.09 -0.08 -0.06
H 0.07 0.04 0.08
H 0.11 0.01 0.06
C -0.32 0.60 -0.12
Si 0.95 -0.21 0.55
C -0.42 -0.21 0.65
C 0.22 -0.35 -0.49
C 0.10 -0.03 -0.19
C -0.01 0.15 -0.01
C -0.03 -0.01 -0.01
C 0.00 -0.03 0.20
C 0.10 -0.09 -0.14
H 0.21 0.12 0.10
H 0.09 0.01 -0.06
H -0.15 -0.04 0.05
H 0.23 -0.04 0.11
H -0.09 0.15 0.04
H -0.06 -0.14 -0.10
H -0.09 0.12 -0.14
H -0.03 0.05 0.00
H -0.02 0.04 0.09
H -0.01 -0.05 0.08
H -0.03 -0.18 0.06

The total energy comes out at -72349.3471 eV. Its relative energy (zero: lowest compared OMol25 entry of this formula, charge and spin) is 0.6443 eV.

(2)
# C28H33N6O3PSr

C28H33N6O3PSr as an isolated structure (the ωB97M-V functional and the def2-TZVPD basis, OMol25).

Each line ends with the Löwdin charge.
Positions of all 72 atoms, in Å:
Sr -0.26344 0.54701 0.38180  1.334
C 2.32894 -0.47736 -1.56531  -0.180
C 2.52786 -1.64248 -0.79918  -0.195
C 1.31737 -2.34862 -0.74357  -0.206
C 0.34754 -1.61908 -1.46183  -0.283
C 0.98695 -0.45769 -1.97256  -0.292
H 3.06409 0.28498 -1.78034  0.086
H 3.46032 -1.95072 -0.34651  0.081
H 1.15924 -3.29307 -0.24247  0.067
H -0.67574 -1.91499 -1.66513  0.071
H 0.53912 0.29867 -2.60650  0.054
N -3.21465 2.03828 -3.21080  0.036
C -2.01863 1.58066 -2.84164  -0.131
N -2.02216 1.30803 -1.55169  0.087
C -3.29693 1.62384 -1.18580  -0.323
N -4.06688 2.04507 -2.16211  0.135
C -3.76645 1.52535 0.21765  -0.211
C -5.10938 1.63358 0.55403  -0.070
N -5.51161 1.57426 1.81886  0.095
C -4.56322 1.41038 2.73324  -0.102
C -3.22074 1.29099 2.39749  -0.084
N -2.82225 1.34590 1.13439  0.078
H -3.51120 2.34593 -4.12037  0.159
H -1.18696 1.46782 -3.51756  0.130
H -5.85819 1.77464 -0.21470  0.116
H -4.85985 1.36491 3.77424  0.110
H -2.46299 1.15296 3.15810  0.114
C 4.46308 0.82491 1.99755  -0.063
C 4.64160 2.17381 2.26280  -0.065
C 3.54478 3.00933 2.24429  -0.022
C 2.27273 2.49813 1.96739  -0.230
N 2.10973 1.18997 1.69329  0.040
C 3.18240 0.39388 1.71362  -0.154
C 1.07399 3.39423 1.92320  -0.251
C 1.08465 4.52579 2.74811  -0.074
C 0.03271 5.42399 2.70810  -0.112
C -1.01809 5.18351 1.82990  -0.118
C -1.00720 4.03810 1.04424  -0.187
C 0.01766 3.07263 1.04976  -0.191
H 5.28439 0.12247 1.98588  0.102
H 5.62780 2.57282 2.46602  0.106
H 3.66059 4.06996 2.41228  0.105
H 2.99480 -0.64402 1.46626  0.085
H 1.90008 4.70190 3.44027  0.096
H 0.03076 6.29542 3.35136  0.092
H -1.84623 5.88166 1.77096  0.090
H -1.86919 3.90006 0.38926  0.062
C -3.12832 -5.20154 3.27987  -0.078
C -1.84674 -4.41275 3.20870  -0.307
O -2.14235 -3.05963 2.79250  -0.312
P -1.30753 -2.46103 1.53744  0.917
O -0.66615 -1.06709 2.23012  -0.484
C 0.34045 -1.31269 3.26114  -0.270
C -0.28363 -1.29570 4.63414  -0.058
O -2.43039 -1.52307 0.79458  -0.370
C -3.36886 -2.19172 -0.08288  -0.281
C -4.69640 -2.35785 0.61250  -0.058
H -2.92541 -6.22504 3.59946  0.080
H -3.60647 -5.24656 2.30069  0.074
H -3.82935 -4.75821 3.98608  0.082
H -1.14044 -4.86209 2.50460  0.100
H -1.35024 -4.34782 4.17874  0.108
H 1.07369 -0.51755 3.14381  0.089
H 0.83911 -2.25776 3.01952  0.117
H -0.91264 -0.41335 4.75296  0.080
H 0.50549 -1.24268 5.38676  0.086
H -0.89494 -2.17425 4.82720  0.057
H -2.94197 -3.14733 -0.40520  0.109
H -3.43807 -1.55951 -0.97006  0.111
H -4.58637 -2.94030 1.52620  0.064
H -5.39665 -2.87152 -0.04975  0.085
H -5.12269 -1.39027 0.87329  0.068

Cartesian forces, eV/Å:
Sr 0.63 0.27 -0.50
C -0.02 0.01 0.32
C 0.05 0.13 -0.13
C -0.19 0.08 0.24
C -0.05 0.20 -0.18
C -0.25 -0.04 -0.17
H 0.04 -0.02 -0.02
H 0.01 -0.03 -0.04
H -0.01 -0.02 -0.04
H 0.02 -0.08 -0.02
H 0.02 -0.06 -0.06
N -0.21 -0.20 0.03
C 0.28 0.00 0.17
N -0.22 0.08 -0.25
C -0.25 -0.15 0.53
N 0.23 0.26 -0.18
C 0.24 0.02 -0.48
C -0.02 0.05 0.11
N -0.02 -0.01 -0.06
C 0.17 -0.03 0.13
C -0.13 0.06 -0.09
N -0.03 -0.17 0.15
H -0.09 -0.02 -0.01
H 0.01 0.00 0.01
H -0.02 0.00 0.01
H -0.11 0.02 -0.03
H 0.03 -0.01 -0.02
C -0.05 -0.03 -0.01
C 0.06 0.01 0.00
C -0.04 0.05 0.00
C -0.17 0.01 -0.07
N -0.04 0.18 0.05
C -0.09 -0.08 0.03
C 0.34 -0.25 0.06
C -0.11 0.06 -0.06
C -0.02 -0.01 -0.01
C 0.09 0.00 0.04
C -0.09 -0.05 -0.08
C -0.13 0.28 0.13
H 0.02 0.02 0.01
H 0.00 0.00 0.00
H 0.03 0.00 0.00
H 0.02 0.02 0.02
H 0.01 -0.01 0.02
H 0.00 0.00 0.00
H 0.00 0.01 0.00
H 0.02 -0.04 -0.01
C -0.08 -0.17 0.01
C 0.02 0.28 -0.06
O -0.14 -0.17 0.15
P 0.02 0.67 0.04
O 0.04 -0.94 0.37
C -0.19 0.05 -0.47
C 0.11 0.03 0.18
O 0.11 -0.39 -0.01
C 0.42 0.24 0.04
C -0.13 -0.10 -0.10
H 0.03 0.02 0.01
H 0.01 0.02 -0.01
H 0.02 0.06 0.00
H -0.02 -0.02 -0.01
H -0.06 -0.06 0.03
H -0.02 0.01 0.06
H 0.03 -0.02 0.17
H 0.03 0.03 -0.03
H -0.02 -0.04 0.01
H -0.02 0.00 -0.03
H -0.08 -0.05 0.04
H -0.10 -0.02 0.01
H 0.02 -0.01 0.00
H -0.01 0.01 0.03
H 0.02 0.06 0.02

The total energy comes out at -54780.8208 eV. Its relative energy (zero: lowest compared OMol25 entry of this formula, charge and spin) is 0.8331 eV.

(3)
# C28H34AlN4O8

C28H34AlN4O8 as an isolated structure (the ωB97M-V functional and the def2-TZVPD basis, OMol25).

Each line ends with the Löwdin charge.
Positions of all 75 atoms, in Å:
C 6.79101 -0.34599 2.69786  0.035
C 6.01715 -0.57813 1.79536  -0.275
C 5.01887 -0.88990 0.76862  -0.207
Al 3.48254 -1.85326 1.72833  0.210
C 3.21857 -0.96998 3.53313  -0.164
O 4.11123 -3.55446 2.08816  -0.242
C 1.81870 -2.10394 0.58387  -0.200
C 0.83215 -0.91777 0.47537  -0.248
N 0.68718 -0.09048 1.70183  -0.113
C -0.49078 -0.42988 2.49056  -0.241
C -0.49346 -1.85288 3.06341  -0.067
C 0.65442 1.29195 1.31404  -0.484
C 1.79903 2.14695 1.81721  0.011
O -0.21234 1.74155 0.60583  0.080
H 7.17403 -0.29837 3.68875  0.010
H 5.48564 -1.52752 0.00918  0.054
H 4.68030 0.07253 0.36202  0.047
H 3.94953 -1.29832 4.28477  -0.008
H 2.18609 -1.02411 3.89748  -0.034
H 3.40646 0.11091 3.39093  -0.020
H 3.70399 -3.75337 2.93615  -0.026
H 2.17859 -2.29068 -0.44513  0.045
H 1.34149 -3.04411 0.89004  0.033
H -0.17238 -1.34534 0.27316  0.110
H 1.03892 -0.29971 -0.40393  0.110
H -0.48721 0.25150 3.35752  0.124
H -1.43727 -0.23547 1.96527  0.082
H 0.06871 -1.89865 3.99916  0.064
H -0.17438 -2.62327 2.36134  0.061
H -1.53083 -2.09457 3.33697  0.066
H 2.73438 1.77540 1.38350  0.084
H 1.88161 1.98972 2.89952  0.082
H 1.64487 3.20671 1.61338  0.075
C -5.61406 2.13093 -1.52586  -0.071
C -4.39741 2.17442 -0.85804  -0.052
C -4.14624 1.29887 0.18686  0.012
C -5.12191 0.38461 0.54639  -0.143
C -6.34173 0.33398 -0.10611  -0.005
C -6.58694 1.21417 -1.14761  -0.076
N -4.84734 -0.56000 1.63652  -0.346
O -3.77460 -0.46554 2.19154  0.076
O -5.70454 -1.37900 1.91212  0.070
H -5.80551 2.81262 -2.34444  0.101
H -3.64118 2.88910 -1.15326  0.112
H -3.19563 1.33636 0.70296  0.114
H -7.09856 -0.38054 0.18420  0.115
H -7.53295 1.18490 -1.66723  0.078
C 10.30829 -2.28582 1.54414  -0.062
C 9.37786 -1.64805 0.73554  -0.044
C 9.73948 -1.22756 -0.53552  0.010
C 11.03149 -1.45660 -0.98073  -0.154
C 11.97054 -2.08556 -0.18051  -0.020
C 11.60372 -2.50070 1.08883  -0.078
N 11.41367 -1.03496 -2.33435  -0.358
O 10.57876 -0.46844 -3.00960  0.073
O 12.54705 -1.27955 -2.70623  0.058
H 10.02129 -2.61792 2.53398  0.109
H 8.37010 -1.48158 1.09643  0.070
H 9.01268 -0.73131 -1.16235  0.121
H 12.97745 -2.25674 -0.53274  0.112
H 12.32685 -2.99596 1.72371  0.102
C -11.88995 1.32591 -5.16542  -0.072
C -11.52551 2.54146 -5.72912  -0.067
C -10.58556 3.34341 -5.10177  -0.003
C -10.01784 2.91337 -3.91548  -0.142
C -10.37674 1.70774 -3.33858  -0.001
C -11.31923 0.91163 -3.96949  -0.064
N -9.00302 3.74996 -3.26040  -0.339
O -8.72389 4.81012 -3.78095  0.086
O -8.49936 3.32842 -2.23759  0.066
H -12.62055 0.69882 -5.66040  0.107
H -11.97243 2.86286 -6.66023  0.108
H -10.30404 4.28853 -5.54302  0.119
H -9.93280 1.38078 -2.40932  0.114
H -11.60655 -0.03422 -3.53053  0.109

Cartesian forces, eV/Å:
C -0.38 -0.12 0.05
C -0.43 -0.24 -0.21
C 0.70 0.45 0.66
Al 0.19 -1.11 0.66
C 0.06 0.54 -0.45
O -0.40 0.90 -0.24
C 0.57 0.81 -0.44
C -0.86 -1.57 0.02
N 0.49 0.34 -0.51
C -0.09 0.14 0.74
C -0.64 0.17 0.21
C 0.18 0.11 0.15
C -0.20 -0.41 0.40
O -0.34 0.25 -0.11
H 0.26 0.12 -0.09
H -0.26 0.17 -0.13
H 0.00 -0.26 -0.33
H -0.25 -0.08 -0.03
H 0.22 -0.20 0.16
H 0.00 -0.20 0.07
H 0.15 -0.23 0.05
H -0.05 -0.09 0.21
H -0.07 0.25 0.08
H 0.12 0.34 -0.14
H 0.26 0.11 0.32
H -0.10 -0.04 -0.18
H 0.28 -0.10 -0.26
H 0.28 -0.16 -0.33
H 0.19 0.18 0.07
H 0.14 0.07 -0.09
H -0.11 0.08 0.05
H 0.09 -0.03 -0.17
H 0.00 -0.16 -0.20
C 0.04 -0.01 -0.02
C -0.18 -0.04 -0.07
C 0.28 0.07 0.10
C -0.06 0.26 -0.30
C -0.24 -0.10 -0.07
C 0.21 -0.03 0.05
N 0.01 -0.01 0.00
O -0.07 -0.08 0.16
O -0.01 0.03 -0.01
H -0.03 0.01 0.04
H 0.03 -0.04 0.04
H -0.03 -0.13 0.02
H 0.13 -0.06 0.11
H 0.00 0.00 0.03
C 0.06 0.00 -0.02
C -0.01 -0.10 0.01
C -0.13 0.05 -0.05
C -0.14 -0.09 0.31
C 0.28 -0.11 0.04
C -0.16 0.05 0.01
N 0.03 0.02 -0.03
O 0.01 0.01 -0.02
O 0.01 0.01 -0.01
H -0.03 0.02 -0.02
H 0.04 0.06 -0.01
H 0.10 -0.01 -0.09
H -0.06 0.07 -0.14
H 0.02 0.01 -0.04
C -0.01 0.00 -0.01
C -0.01 -0.12 0.10
C -0.03 0.17 -0.21
C -0.24 -0.21 -0.15
C 0.03 -0.18 0.18
C -0.03 0.08 -0.12
N 0.08 0.10 0.07
O -0.02 -0.01 -0.02
O -0.11 0.06 -0.07
H 0.01 0.01 0.01
H 0.02 0.02 0.01
H 0.11 0.00 0.13
H 0.07 0.14 -0.01
H 0.03 0.02 0.02

Its charge is -1. The total energy comes out at -58517.9369 eV.